1 | {"formula": "C5H9N2", "method": "ωB97M-V/def2-TZVPD", "elements": ["C", "C", "C", "C", "C", "N", "N", "H", "H", "H", "H", "H", "H", "H", "H", "H"], "xyz": [[1.982, 2.411, -0.354], [0.963, 1.863, -0.209], [-0.088, -1.137, -1.373], [-0.858, 0.952, 1.655], [-0.620, 0.640, 0.166], [0.607, -2.229, -1.515], [-0.052, -0.603, -0.151], [2.866, 2.963, -0.183], [-0.766, -0.761, -2.126], [-0.188, 0.587, 2.422], [-0.931, 2.110, 1.905], [-1.950, 0.447, 1.809], [-1.255, 0.958, -0.689], [0.547, -2.869, -2.405], [0.962, -2.675, -0.712], [0.557, -1.148, 0.471]], "lowdin_charge": [0.00, -0.03, -0.09, -0.08, -0.20, 0.19, 0.03, 0.02, 0.18, 0.07, 0.13, 0.13, 0.14, 0.21, 0.12, 0.18], "gap_ev": 9.047, "charge": 1, "homo_energy_ev": -13.58}

2 | {"formula": "C5H9N2", "method": "ωB97M-V/def2-TZVPD", "elements": ["C", "C", "N", "C", "C", "C", "N", "H", "H", "H", "H", "H", "H", "H", "H", "H"], "xyz": [[-1.678, 0.778, 0.334], [-1.455, -0.437, -0.212], [-1.316, -1.373, -1.179], [-0.502, -1.601, -0.054], [0.873, -0.778, 0.379], [1.590, 0.316, -0.225], [1.281, 1.552, 0.061], [-2.230, 1.630, -0.048], [-0.960, 1.109, 1.092], [-1.125, -1.287, -2.140], [-0.697, -2.258, 0.735], [0.547, -0.390, 1.323], [1.608, -1.495, 0.636], [2.186, 0.159, -1.129], [1.403, 2.367, -0.390], [0.476, 1.708, 0.817]], "lowdin_charge": [0.05, -0.25, 0.14, -0.10, -0.09, -0.01, 0.24, 0.07, 0.03, 0.13, 0.13, 0.11, 0.11, 0.17, 0.10, 0.18], "smiles": "C=C1N[C@H]1CC=[NH2+]", "gap_ev": 7.466, "charge": 1, "homo_energy_ev": -12.93}

Q: What are the energies relative to the best structure? A: 1 0.0; 2 20.1, in kJ/mol.

1 | {"formula": "C5H9N2", "method": "ωB97M-V/def2-TZVPD", "elements": ["C", "C", "C", "C", "C", "N", "N", "H", "H", "H", "H", "H", "H", "H", "H", "H"], "xyz": [[0.283, 1.180, 1.390], [-0.564, 0.457, 0.596], [1.716, 0.883, 1.359], [1.503, -0.768, -0.136], [-1.960, 0.347, 0.068], [2.147, 0.097, 0.521], [1.546, -0.863, -1.673], [-0.065, 1.753, 2.146], [0.160, -0.225, -0.105], [2.439, 1.403, 2.081], [-2.662, 0.761, 0.814], [-2.213, -0.588, -0.231], [-1.964, 0.893, -0.816], [0.662, -1.078, -2.012], [2.085, -1.743, -1.894], [1.881, -0.017, -2.002]], "lowdin_charge": [-0.01, -0.04, -0.11, -0.08, -0.03, 0.04, 0.23, 0.08, 0.06, 0.17, 0.11, 0.05, 0.07, 0.13, 0.20, 0.13], "gap_ev": 8.379, "charge": 1, "homo_energy_ev": -12.86}

2 | {"formula": "C5H9N2", "method": "ωB97M-V/def2-TZVPD", "elements": ["H", "N", "C", "C", "C", "N", "C", "C", "H", "H", "H", "H", "H", "H", "H", "H"], "xyz": [[-1.509, 2.228, 0.207], [-0.871, 1.438, 0.133], [-1.205, 0.223, 0.119], [-2.432, -0.503, -0.159], [0.050, -0.753, 0.078], [1.209, -0.224, -0.115], [2.583, -0.365, -0.163], [1.930, 1.026, 0.015], [-2.863, -0.648, 0.905], [-3.244, -0.063, -0.661], [-2.338, -1.437, -0.602], [-0.082, -1.749, -0.067], [3.000, -0.642, -1.132], [3.117, -0.860, 0.629], [2.300, 1.468, 0.966], [1.905, 1.672, -0.831]], "lowdin_charge": [0.10, 0.19, -0.33, -0.03, 0.17, -0.03, -0.04, 0.01, 0.15, 0.08, 0.06, 0.12, 0.14, 0.13, 0.15, 0.12], "smiles": "[H]/N=C(\\C)C=[N+]1CC1", "gap_ev": 9.004, "charge": 1, "homo_energy_ev": -14.39}

Q: What are the energies relative to the best structure? A: 1 178.2; 2 0.0, in kJ/mol.

1 | {"formula": "C5H10N2", "method": "ωB97M-V/def2-TZVPD", "elements": ["C", "C", "N", "N", "C", "C", "C", "H", "H", "H", "H", "H", "H", "H", "H", "H", "H"], "xyz": [[-2.194, 0.777, 1.139], [-0.833, 0.461, 0.648], [-0.723, 0.607, -0.614], [0.890, 0.352, -0.966], [1.053, -0.265, -2.259], [1.206, -0.566, 0.179], [0.379, -0.102, 1.319], [-2.767, -0.163, 1.525], [-2.789, 1.117, 0.371], [-2.201, 1.193, 2.106], [0.432, 0.237, -2.896], [2.063, -0.113, -2.433], [0.825, -1.357, -2.103], [2.338, -0.557, 0.286], [1.101, -1.551, -0.344], [0.899, 0.793, 1.801], [0.320, -0.863, 2.242]], "lowdin_charge": [-0.05, -0.40, 0.16, -0.16, -0.11, -0.24, -0.14, 0.12, 0.05, 0.06, 0.05, 0.06, 0.09, 0.13, 0.10, 0.13, 0.16], "smiles": "CC1=NN(C)CC1", "gap_ev": 9.557, "homo_energy_ev": -8.56}

2 | {"formula": "C5H10N2", "method": "ωB97M-V/def2-TZVPD", "elements": ["C", "C", "C", "C", "C", "N", "N", "H", "H", "H", "H", "H", "H", "H", "H", "H", "H"], "xyz": [[-1.661, 1.540, -1.520], [-0.407, 1.068, -1.492], [1.046, -0.789, -0.323], [-0.232, -0.168, -0.898], [0.925, 0.236, 0.702], [0.582, -1.484, 2.478], [0.294, -0.152, 1.872], [-1.672, 2.504, -1.847], [-2.418, 0.988, -1.056], [0.360, 1.590, -2.028], [0.956, -1.895, 0.001], [1.855, -0.674, -0.973], [-1.091, -0.680, -0.493], [0.775, 1.360, 0.469], [0.199, -2.266, 1.895], [1.609, -1.647, 2.554], [0.025, 0.610, 2.493]], "lowdin_charge": [-0.01, -0.26, -0.20, -0.17, -0.16, 0.00, -0.11, 0.01, 0.04, 0.11, 0.13, 0.08, 0.11, 0.16, 0.07, 0.08, 0.12], "gap_ev": [7.101, 7.101], "homo_energy_ev": [-6.32, -6.32]}

Q: What are the energies relative to the best structure? A: 1 0.0; 2 210.8, in kJ/mol.

1 | {"formula": "C5H10N2", "method": "ωB97M-V/def2-TZVPD", "elements": ["C", "C", "C", "C", "C", "N", "N", "H", "H", "H", "H", "H", "H", "H", "H", "H", "H"], "xyz": [[1.460, -0.918, -0.787], [0.478, -0.191, 0.139], [-0.923, 0.373, -0.123], [0.317, 1.318, -0.023], [-2.085, 0.196, 0.857], [2.822, -0.727, -0.074], [3.414, 0.278, 0.049], [1.219, -2.102, -0.907], [1.594, -0.469, -1.822], [0.677, -0.607, 1.130], [-1.189, 0.232, -1.202], [0.548, 2.029, 0.785], [-2.815, 1.027, 0.627], [-1.651, 0.422, 1.949], [-2.652, -0.759, 0.860], [3.002, -1.732, 0.204], [0.549, 1.816, -0.985]], "lowdin_charge": [-0.15, -0.30, -0.30, -0.09, -0.09, -0.27, 0.08, 0.15, 0.12, 0.13, 0.13, 0.10, 0.08, 0.12, 0.07, 0.12, 0.10], "gap_ev": 8.884, "homo_energy_ev": -7.85}

2 | {"formula": "C5H10N2", "method": "ωB97M-V/def2-TZVPD", "elements": ["C", "C", "C", "C", "N", "C", "N", "H", "H", "H", "H", "H", "H", "H", "H", "H", "H"], "xyz": [[1.004, 1.175, 0.056], [0.423, -1.137, -1.406], [0.391, 0.653, 1.213], [-1.192, -0.389, -0.054], [1.007, 0.633, 2.433], [-2.262, -0.471, -0.819], [-0.719, -0.092, 1.097], [1.600, 1.401, 2.692], [0.526, 0.153, 3.177], [0.784, -0.013, -0.682], [2.020, 1.549, 0.137], [0.366, 1.735, -0.621], [1.458, -1.482, -1.319], [0.240, -0.709, -2.390], [-0.205, -2.014, -1.262], [-3.186, -0.016, -0.481], [-2.254, -0.975, -1.773]], "lowdin_charge": [-0.04, -0.08, -0.47, -0.26, 0.13, 0.01, 0.10, 0.09, 0.10, 0.05, 0.07, 0.09, 0.04, 0.04, 0.03, 0.06, 0.05], "gap_ev": 8.997, "homo_energy_ev": -8.04}

Q: What are the energies relative to the best structure? A: 1 22.4; 2 0.0, in kJ/mol.

1 | {"formula": "C2H4NO2", "method": "ωB97M-V/def2-TZVPD", "elements": ["C", "C", "N", "O", "O", "H", "H", "H", "H"], "xyz": [[1.394, -1.335, -1.082], [-0.946, 0.834, -0.140], [-0.056, 0.172, 0.902], [1.907, -1.834, -1.936], [-1.391, 0.183, -1.031], [-1.259, 1.943, 0.082], [0.235, 0.993, 1.451], [0.767, -0.299, 0.485], [-0.650, -0.658, 1.269]], "lowdin_charge": [0.07, -0.20, 0.20, 0.16, 0.15, 0.20, 0.17, 0.04, 0.23], "gap_ev": 11.875, "charge": 1, "homo_energy_ev": -16.90}

2 | {"formula": "C2H4NO2", "method": "ωB97M-V/def2-TZVPD", "elements": ["C", "C", "N", "O", "O", "H", "H", "H", "H"], "xyz": [[-0.369, -1.252, 0.141], [0.936, 1.187, -0.144], [-1.267, -0.429, -0.036], [-2.222, 0.021, -0.230], [-0.234, 1.178, 0.083], [-0.640, -2.309, 0.222], [0.569, -0.915, 0.389], [1.617, 2.140, 0.207], [1.610, 0.379, -0.632]], "lowdin_charge": [0.16, -0.01, -0.12, 0.37, 0.04, 0.17, 0.07, 0.18, 0.15], "gap_ev": 9.993, "charge": 1, "homo_energy_ev": -16.40}

Q: What are the energies relative to the best structure? A: 1 0.0; 2 472.6, in kJ/mol.